(1)
15
Properties=species:S:1:pos:R:3 method="wB97M-V/def2-TZVPD" de_lowest_ev=3.8574 charge=0 e_tot_ev=-8291.1390 lumo_energy_ha="-0.0217 / -0.0217"
C -0.838 -1.771 0.292
C -0.542 1.056 1.821
C -0.526 0.944 0.495
C 1.525 -0.492 -0.285
C 0.136 0.084 -0.397
N -1.544 -2.640 0.606
N -0.367 0.081 -1.706
H -1.205 1.880 2.194
H 0.245 0.707 2.384
H -1.438 1.491 0.014
H 2.144 0.198 -0.927
H 1.992 -0.595 0.711
H 1.523 -1.375 -0.828
H 0.014 -0.360 -2.545
H -1.120 0.793 -1.830

(2)
54
Properties=species:S:1:pos:R:3 method="wB97M-V/def2-TZVPD" de_lowest_ev=1.8323 charge=+1 e_tot_ev=-33845.9526 lumo_energy_ha=-0.0938
C -1.251 -2.107 -0.417
C -0.244 -1.141 -0.911
C 0.482 -0.254 -0.270
N 1.713 0.233 -0.986
H -2.130 -2.127 -1.057
H -0.713 -3.053 -0.305
H -1.622 -1.978 0.599
H 0.076 -1.302 -1.939
H 0.501 0.152 0.757
H 2.450 -0.435 -0.751
H 1.484 0.149 -1.985
H 1.813 1.219 -0.700
H -1.655 -1.271 4.992
H -0.396 -0.841 4.124
O -1.350 -1.145 4.064
H 0.446 2.273 1.130
H 1.580 2.769 1.791
O 1.224 1.934 1.527
H -3.817 -0.292 2.181
H -2.517 -0.273 2.965
O -2.997 0.211 2.231
H -0.678 3.395 -3.485
H 0.244 2.461 -4.019
O 0.223 3.418 -3.814
H -1.743 3.576 1.172
H -1.348 4.974 0.645
O -1.002 4.146 1.000
H -2.808 0.747 -3.679
H -2.405 0.467 -2.326
O -2.382 0.031 -3.198
H -0.902 -2.852 3.699
H -0.074 -4.199 3.819
O -0.443 -3.574 3.178
H 1.869 -2.441 -3.667
H 2.229 -2.474 -2.159
O 1.520 -2.226 -2.830
H -1.035 2.284 -1.336
H -2.570 2.164 -1.204
O -1.904 2.256 -1.857
H 2.287 -2.415 0.473
H 3.555 -3.079 -0.109
O 2.829 -2.488 -0.346
H 0.935 3.022 -2.165
H 0.656 3.669 -0.763
O 0.840 2.808 -1.188
H 1.952 -0.547 4.814
H 1.681 0.282 3.705
O 1.346 -0.547 4.065
H -0.746 0.283 -3.694
H 0.286 0.406 -4.851
O 0.107 0.741 -3.958
H 1.752 -1.700 2.718
H 0.874 -2.833 2.230
O 1.779 -2.477 2.089

(3)
82
Properties=species:S:1:pos:R:3 method="wB97M-V/def2-TZVPD" charge=+1 e_tot_ev=-180003.2953 lumo_energy_ha="-0.1764 / -0.1764"
Tc -0.099 0.907 0.459
S -2.184 -0.721 -1.597
C -1.316 0.073 -0.578
C -5.004 -0.586 2.286
N -3.718 -0.303 2.984
C -3.505 1.163 3.160
C -2.574 -0.985 2.259
C -1.260 -0.689 2.914
C -1.040 -1.194 4.192
C 0.124 -0.893 4.885
C 1.093 -0.093 4.296
C 0.892 0.391 3.014
C -0.282 0.106 2.297
H -5.822 -0.158 2.859
H -5.124 -1.663 2.196
H -4.959 -0.126 1.301
H -3.762 -0.718 3.915
H -3.387 1.605 2.178
H -2.602 1.322 3.742
H -4.370 1.578 3.672
H -2.616 -0.639 1.233
H -2.808 -2.046 2.288
H -1.775 -1.854 4.647
H 0.278 -1.296 5.877
H 2.010 0.134 4.822
H 1.687 0.972 2.554
C -0.557 -4.304 -1.414
C -0.074 -4.118 -0.006
C -0.865 -4.491 1.078
C -0.382 -4.370 2.371
Cl -1.404 -4.847 3.709
C 0.889 -3.891 2.631
C 1.679 -3.501 1.562
C 1.195 -3.605 0.265
O 2.021 -3.226 -0.777
C 1.793 -1.901 -1.224
C 2.332 -0.879 -0.226
O 3.337 -1.005 0.402
O 1.564 0.225 -0.104
H -1.188 -5.189 -1.486
H 0.280 -4.418 -2.099
H -1.150 -3.449 -1.750
H -1.847 -4.915 0.908
H 1.257 -3.833 3.645
H 2.683 -3.126 1.715
H 0.731 -1.710 -1.399
H 2.328 -1.778 -2.167
F -4.336 6.017 -1.475
C -4.818 4.847 -1.054
C -3.963 3.783 -0.801
C -4.568 2.615 -0.383
F -3.810 1.523 -0.147
C -5.927 2.486 -0.186
F -6.441 1.331 0.247
C -6.750 3.571 -0.439
F -8.055 3.472 -0.260
C -6.190 4.760 -0.882
F -6.967 5.803 -1.132
Ge -2.008 3.924 -0.967
S -0.971 2.979 0.768
C -1.457 3.195 -2.696
C -2.172 3.634 -3.799
F -3.160 4.521 -3.612
C -1.915 3.209 -5.089
F -2.632 3.656 -6.109
C -0.887 2.303 -5.301
F -0.618 1.877 -6.521
C -0.132 1.857 -4.228
F 0.872 1.010 -4.425
C -0.425 2.315 -2.957
F 0.415 1.904 -1.981
C -1.494 5.792 -0.787
C -1.949 6.504 0.309
F -2.768 5.895 1.184
C -1.602 7.819 0.543
F -2.067 8.468 1.603
C -0.754 8.457 -0.351
F -0.407 9.715 -0.147
C -0.267 7.773 -1.453
F 0.549 8.380 -2.304
C -0.640 6.454 -1.651
F -0.144 5.823 -2.723